1.
Density functional theory data (ωB97M-V/def2-TZVPD) for a cluster of 3 separate species, C13H38BN5O4P in total at a distorted geometry.

XYZ file:
```
62
Properties=species:S:1:pos:R:3
C 5.20 -0.76 -2.11
C -0.78 0.64 2.42
H 0.39 0.56 2.61
O -3.04 4.83 1.14
H -2.84 -4.18 -3.24
H 3.91 -0.15 0.66
N -0.12 4.56 4.39
H -1.78 -1.57 -2.30
H 0.60 0.54 -0.39
C 4.21 0.43 -2.15
O -0.45 2.08 5.67
H -0.52 4.12 1.80
H 1.09 2.31 1.07
H -4.09 -2.93 -3.09
H -0.94 -0.98 0.72
H 4.73 1.39 -2.07
C -3.77 -4.06 -1.25
C -3.09 -2.86 -0.55
H -3.27 3.22 -1.28
H -3.51 -1.91 -0.88
C -3.80 -3.94 -2.78
C 6.17 -0.71 -0.93
H -1.05 4.92 4.06
H -4.81 -4.09 -0.91
C -1.16 -2.37 -1.88
H -0.15 -1.98 -1.72
H -4.00 4.77 0.85
H 0.34 3.12 -0.49
H -2.26 0.40 0.70
H 3.72 0.42 -3.13
H 6.57 0.30 -0.79
C -1.02 3.10 1.43
H -3.64 1.97 -0.13
H -4.54 -4.63 -3.20
H -2.12 -5.22 -1.04
H 0.66 5.08 3.91
O 3.15 0.35 -1.19
C 3.52 0.72 0.13
H 2.62 1.05 0.65
H -3.31 -2.94 0.52
O -1.66 -2.85 -0.64
C -1.10 0.19 0.86
H 4.25 1.53 0.14
C -1.25 2.18 2.78
N -3.13 -5.33 -0.89
H -0.85 1.16 -0.99
H 7.02 -1.38 -1.12
H 3.93 -2.12 -2.95
H -1.08 -3.20 -2.59
H -0.40 1.08 5.58
H -2.35 2.14 3.17
P 0.01 2.80 4.12
H -1.28 -0.18 3.12
H 5.72 -1.04 0.00
B -2.42 3.55 0.67
N -2.94 2.67 -0.45
H 3.80 -2.01 -1.35
C 0.09 2.41 0.42
N -0.29 1.04 -0.10
H 5.81 -0.71 -3.03
N 4.50 -2.05 -2.11
H -3.20 -5.46 0.12
```

The calculated total energy comes out at -39695.9755 eV. The calculation puts the HOMO energy at -11.237 eV. As for the total charge: +1. Its LUMO energy is -0.1046 hartree.



2.
Density functional theory data (ωB97M-V/def2-TZVPD) for a cluster of 6 separate species, C13H38BrN2O7 in total at a distorted geometry.

XYZ file:
```
61
Properties=species:S:1:pos:R:3
O -5.27 -3.45 1.08
H 1.89 -7.84 2.06
C -6.18 -3.02 0.09
H -5.84 1.68 -0.87
C 0.82 -7.91 2.26
H 2.27 0.52 -3.46
H -7.78 5.00 0.26
C 3.51 -1.96 -2.18
H -6.15 1.96 0.88
C 3.42 -0.87 -3.15
H -6.13 4.20 -1.28
H 3.84 -1.59 -1.21
O -4.47 2.89 0.02
O 3.54 5.07 1.63
C 4.62 6.04 1.81
H 1.70 -1.74 -4.45
C 2.49 -0.60 -6.74
C 2.70 -1.32 -4.45
C -6.56 3.65 -0.44
H 3.36 -1.19 -7.04
C 0.87 3.73 3.96
H 1.64 -1.18 -7.10
H 0.44 4.69 4.26
C 0.13 -6.63 1.74
H 1.82 -0.32 -2.18
H 2.31 5.88 3.23
Br -1.25 -1.18 0.61
H -7.49 3.25 -0.84
H 1.56 3.39 4.73
C 1.60 3.98 2.67
H 2.68 2.24 2.82
O -7.05 4.51 0.65
H 2.57 -2.43 -1.89
H -4.44 -2.97 1.01
O 0.68 -8.12 3.62
H -6.69 -2.11 0.41
H 4.20 -2.74 -2.48
H -0.87 -6.61 2.16
H -5.70 -2.84 -0.86
H -3.90 2.15 0.24
C 2.78 4.96 2.89
H 5.22 5.67 2.64
H 0.91 4.37 1.93
H 2.47 0.29 -7.38
H 3.43 4.58 3.67
H 4.44 -0.54 -3.32
H 0.49 -4.71 1.62
H 1.06 -7.31 3.97
H 0.49 -8.82 1.75
H 5.20 6.12 0.90
H 4.25 7.03 2.07
N 2.60 0.19 -2.56
H 1.39 2.06 1.94
N 2.13 2.71 2.12
H 0.02 3.06 3.86
O 2.58 -0.22 -5.36
O 0.95 -5.46 2.01
H -7.03 -3.67 -0.14
H 0.10 -6.81 0.66
C -5.77 2.40 -0.05
H 3.38 -2.10 -4.80
```

For the energy relative to the best compared isomer or geometry (same formula, charge and spin), the calculation gives 59.5 kcal per mole. The calculated total energy comes out at -101450.5825 eV. The calculation puts the HOMO energy at -4.296 eV. As for the total charge: -1. Its LUMO energy is 0.0954 hartree.



3.
Density functional theory data (ωB97M-V/def2-TZVPD) for a structure of composition C13H40N4O7 at a distorted geometry.

XYZ file:
```
64
Properties=species:S:1:pos:R:3
H 3.22 4.01 -1.41
H 1.17 -2.96 -1.23
H 2.63 0.07 -0.56
H 2.03 -0.87 0.85
H -0.89 -3.56 2.14
H -2.15 -3.39 0.91
H 2.00 -1.53 -0.68
H 0.31 -1.69 -0.22
C -1.22 -2.97 1.29
H -0.66 -2.92 -2.98
O 4.12 -1.08 0.51
O -1.05 1.90 2.14
H -3.32 0.23 -1.69
H -1.38 -1.93 1.58
H -3.25 -2.50 0.54
H 0.95 -2.88 -3.64
C 0.11 -2.25 -3.38
H -0.27 -0.54 -2.03
O -2.23 -0.53 1.19
N -1.03 1.26 4.25
H 0.83 -0.62 -1.40
C 1.76 2.75 -0.16
O 1.56 -0.45 -2.71
H 0.22 1.89 0.24
C 0.51 -1.24 -2.31
O -0.64 -1.04 0.38
N -0.13 1.11 0.76
H 1.67 4.49 0.98
N 0.84 0.17 -0.77
H 0.47 2.59 -1.66
H 3.88 3.26 0.00
C -3.52 -1.84 -0.28
O 0.83 2.02 -0.98
O -0.33 -3.20 0.19
H -1.22 2.22 4.52
C 1.03 -1.90 -1.02
H -0.71 0.62 4.96
H -1.68 0.29 -1.01
H 1.33 0.05 -3.50
C 3.14 3.12 -0.79
N -1.02 -0.29 2.72
H 1.45 0.96 -0.84
H -4.59 -1.92 -0.47
H -0.35 -1.76 -4.24
H 0.77 4.62 -0.59
H -0.25 -2.31 -0.18
C -1.07 1.06 2.99
H -0.99 -0.94 3.50
H -1.04 -0.51 1.74
H -4.08 -0.01 0.81
C 0.00 0.00 0.17
H -1.43 -0.47 0.67
H 0.02 3.69 0.65
C 2.87 -0.33 0.43
H 2.84 0.55 1.08
H -2.91 -2.07 -1.16
H -0.82 1.25 1.49
H 2.07 2.20 0.73
H 4.04 -1.73 -0.19
H 3.47 2.30 -1.43
H -2.89 1.54 -0.62
C -3.25 -0.45 0.24
C -2.74 0.48 -0.81
C 0.99 4.01 0.28
```

For the energy relative to the best compared isomer or geometry (same formula, charge and spin), the calculation gives 789.3 kcal per mole. The calculated total energy comes out at -34389.5791 eV. The calculation puts the HOMO energy at -7.354 eV. Its LUMO energy is 0.0041 hartree.



4.
Density functional theory data (ωB97M-V/def2-TZVPD) for a structure of composition C13H41B2F3N3O7SV at a distorted geometry.

XYZ file:
```
71
Properties=species:S:1:pos:R:3
H -1.23 2.50 -1.08
H 2.54 0.05 -4.70
C -0.34 -2.78 2.61
H -4.23 2.17 -1.49
H 0.94 -1.78 -2.02
O 1.90 -0.97 3.59
N 1.70 -2.72 1.23
H -0.27 -3.00 0.51
H -3.16 4.65 1.25
C -3.87 3.09 -1.02
O -4.96 3.84 -0.52
H -0.25 1.03 2.01
C 0.35 -3.29 1.36
H -6.53 4.97 -1.16
H 0.96 0.80 -4.43
O 2.15 0.68 5.37
H -1.19 1.70 0.29
H 2.12 1.41 -6.89
H 2.51 -1.18 -2.48
C -2.40 4.01 0.79
H 0.62 2.77 2.54
H 2.34 -3.13 1.92
H 1.98 -1.05 -6.61
H 2.76 0.50 0.48
O -0.45 -1.37 2.49
H -1.33 0.25 3.36
H -0.72 -0.95 4.48
H 0.84 -5.30 2.13
H -5.46 4.44 -2.44
H 1.59 1.05 2.46
H -2.20 -1.33 3.57
B 3.62 -0.23 0.86
C 1.43 -1.05 -2.66
H 2.10 -3.10 0.37
H 0.82 -5.15 0.36
F 2.54 -1.81 7.14
C -5.91 4.13 -1.49
H -3.35 3.67 -1.81
H -3.43 2.11 0.80
C 1.89 -1.84 5.98
B 0.71 1.71 1.99
C 0.35 -4.82 1.29
C 1.46 -0.11 -4.79
C 1.16 -0.41 -6.26
N -0.10 -1.13 -6.47
H -0.30 -1.65 -5.62
H -0.82 -0.41 -6.49
C -2.91 2.77 0.10
H -1.34 -3.22 2.67
V 1.43 -0.52 1.47
H -0.68 -5.20 1.26
F 0.60 -1.66 6.25
O 3.97 -0.87 4.88
O 0.51 -0.59 0.18
N -1.83 1.96 -0.45
H -1.72 3.77 1.61
H -1.81 4.62 0.10
C -1.24 -0.81 3.53
H 0.41 1.56 -6.80
H 3.44 -1.32 0.36
H 3.53 -0.36 2.03
H 4.69 0.20 0.53
H 1.10 1.79 0.87
H 1.25 -0.04 -2.30
H 1.17 0.72 -8.16
H 0.20 -3.04 3.53
S 2.58 -0.57 4.84
O 1.11 -1.23 -4.02
C 1.20 0.84 -7.07
H -6.58 3.28 -1.69
F 2.02 -3.07 5.46
```

For the energy relative to the best compared isomer or geometry (same formula, charge and spin), the calculation gives 0.0 kcal per mole. The calculated total energy comes out at -78977.0442 eV. The calculation puts the HOMO energy (spin up / spin down) at -6.437 / -6.596 eV. The multiplicity is 2. As for the total charge: -1. Its LUMO energy (spin up / spin down) is 0.0849 / 0.0846 hartree.



5.
Density functional theory data (ωB97M-V/def2-TZVPD) for a cluster of 10 separate species, C13H43N20O14P in total at a distorted geometry.

XYZ file:
```
91
Properties=species:S:1:pos:R:3
H 7.26 -0.65 2.57
H 0.71 0.23 -0.58
H -5.24 -2.01 -3.08
H -0.05 -1.90 5.51
O -2.39 -1.67 -3.90
H 1.98 -2.37 4.46
H 4.04 -6.52 0.03
H 7.27 -2.18 5.73
N -2.09 -1.95 -7.02
C -3.49 1.76 -3.62
H 4.00 3.99 1.50
H -3.60 -3.62 0.49
N 3.53 -5.71 -0.29
H 2.15 0.42 0.38
N 4.02 3.02 1.24
H -4.23 6.16 4.01
N 1.72 0.17 -0.50
O -1.38 2.18 0.75
N -2.33 5.46 0.78
N -4.54 4.91 0.78
C 0.11 -2.59 3.55
C -3.60 5.88 0.62
O -4.59 2.22 -3.15
N -1.12 1.12 -3.21
H -5.58 -0.62 -1.93
N 6.37 -0.76 3.01
N 3.47 -3.47 -0.72
H -2.49 2.68 -1.48
N -0.59 -4.09 -0.44
O 5.11 -1.47 4.75
C -4.96 -0.90 -2.86
H -0.06 -4.39 -1.24
H -1.60 6.14 0.67
O -3.15 1.95 -4.95
H 8.27 -1.65 4.42
H -3.84 5.63 6.24
C -2.47 0.99 -2.59
C 4.46 2.03 2.05
P -3.10 -0.83 -2.57
H -2.29 0.30 -8.11
O -0.49 -2.90 2.53
C -1.82 -1.73 -8.33
O 5.37 -4.42 0.06
H 2.51 -3.53 -1.01
H -4.26 4.89 2.82
C 6.21 -1.34 4.23
N -2.60 -3.66 0.54
C 2.42 -0.24 -1.58
C 4.20 -4.52 -0.29
H -1.98 -2.89 -6.69
O -3.80 3.04 4.41
H 1.97 -2.94 2.82
H -2.08 4.51 1.00
N 1.46 -2.63 3.64
H -2.13 -3.40 1.39
H 3.92 -2.57 -0.74
H 4.22 -0.04 -0.52
H 4.89 3.39 3.57
N -0.52 -2.17 4.67
H 5.54 -0.44 2.53
N -1.99 -0.44 -8.72
H -4.33 3.95 1.00
N -2.63 1.67 -1.28
H -2.39 -1.24 -6.38
C -3.90 4.22 4.70
H -0.38 0.69 -2.64
N 3.77 -0.28 -1.38
O 4.47 0.86 1.70
H -1.80 -0.23 -9.69
N -3.77 4.67 5.98
O -1.46 -2.61 -9.09
H -1.90 -2.44 -3.56
H 3.69 2.76 0.32
H -5.50 5.18 0.67
O -3.89 7.04 0.36
H -5.32 -0.31 -3.79
H -3.58 3.98 6.69
O -2.51 -4.38 -1.60
H -1.53 -2.12 4.64
C -1.66 1.25 -0.26
C -1.94 -4.06 -0.57
N -4.15 5.18 3.79
O -1.10 0.10 -0.19
H 2.58 -5.82 -0.57
H -0.10 -3.84 0.40
H -1.13 0.64 -4.13
N 7.36 -1.75 4.83
O 1.90 -0.54 -2.64
N 4.89 2.44 3.27
H 4.34 -0.58 -2.16
H 5.22 1.73 3.90
```

The calculated total energy comes out at -81945.3486 eV. The calculation puts the HOMO energy at -1.296 eV. As for the total charge: -2. Its LUMO energy is 0.1133 hartree.



6.
Density functional theory data (ωB97M-V/def2-TZVPD) for a structure of composition C13H44F3Hf2NO22S3 at a distorted geometry.

XYZ file:
```
88
Properties=species:S:1:pos:R:3
H -0.36 -3.49 1.50
C 0.34 2.82 5.43
C 2.56 -5.60 -2.19
H 2.60 -2.11 -2.99
H 1.63 1.71 -4.56
O -5.75 2.54 -1.88
S -1.30 0.79 1.00
H -2.28 1.59 4.61
O -1.08 2.82 5.53
O -1.66 0.38 -0.39
H -2.50 4.43 2.08
H 2.75 3.87 -0.17
O -2.48 4.30 -0.04
H 1.47 -3.93 -3.15
O -4.74 1.92 0.27
H 3.18 -1.92 2.26
H 0.31 1.36 3.80
F 0.44 2.38 -0.32
H -2.95 5.06 -0.37
H -1.34 3.74 5.41
H 2.15 -4.39 -0.54
O -1.22 -2.13 -1.35
H -0.08 2.01 -5.00
C 0.85 1.61 4.71
S -4.87 1.68 -1.20
H 0.73 0.78 5.39
H 0.81 2.92 6.41
H 0.16 -1.45 3.12
H 2.52 3.28 -2.59
C 2.39 -2.53 -2.01
H -0.49 -2.59 -1.77
Hf -4.64 2.05 2.52
H 3.19 5.44 -1.03
H 3.02 5.30 -3.44
H 0.70 1.18 -2.67
H 0.68 -0.43 -3.27
S -4.04 -1.46 1.29
N 1.25 -3.48 -2.26
H 0.91 3.84 -2.24
O -5.04 0.25 -1.55
H 0.74 -5.26 -1.16
H 1.51 -1.33 1.79
H 4.21 -6.16 -3.98
H 3.27 -3.13 -1.82
Hf -2.97 -0.57 -2.08
H -1.77 -2.94 1.42
C 3.20 -6.37 -4.33
H 3.15 -6.32 -5.42
O -4.25 -0.12 1.86
O 2.32 -5.53 -3.60
C 1.61 -4.67 -1.44
H 1.93 1.63 4.56
F 1.42 1.18 1.32
O -3.03 -2.21 2.01
H -3.13 0.33 4.52
H 0.73 0.42 -5.47
O -2.32 1.63 1.60
O -0.10 -1.89 3.92
H 2.94 -0.79 -0.94
O -3.52 -1.26 -0.08
H -1.77 4.16 -0.67
H 3.12 -0.53 1.38
O -3.10 1.25 4.24
H 3.01 -7.38 -3.97
C 2.24 -1.61 -0.88
O -3.07 4.00 2.71
C 2.56 -1.45 1.50
C 0.66 1.25 -4.77
H -1.15 -2.38 -0.42
H 3.56 -5.23 -1.96
H 2.65 -6.62 -1.80
O -5.23 -2.28 1.34
O -0.93 -0.39 1.76
H 1.59 5.08 -0.36
H -2.92 4.46 3.53
C 1.96 4.14 -2.24
H -1.02 -1.67 4.03
O -1.16 0.51 -3.21
O -3.51 1.60 -1.77
H 1.30 -1.07 -0.75
O 2.12 5.03 -3.26
H 0.65 3.72 4.89
O -1.12 -3.43 0.92
O 2.53 -2.32 0.31
C 0.34 1.88 0.93
C 0.23 0.55 -3.42
F 0.27 2.90 1.76
C 2.45 4.65 -0.86
```

The calculated total energy comes out at -103967.8443 eV. The calculation puts the HOMO energy at -15.302 eV. The multiplicity is 2. As for the total charge: +3. Its LUMO energy is -0.4627 hartree.